Density functional theory data (ωB97M-V/def2-TZVPD) for 3 unconnected molecules or ions with the total composition C4H10O2.

Calculated values
* E: -308.7739 Eh
* HOMO level: -9.0 eV
* SMILES string: [H][H].C=COC.C=O
* Kohn-Sham gap: 10.0 eV
* ΔE to the lowest compared entry with this formula, charge and spin: 78.0 kcal per mole
* total charge: 0

Atoms and positions in Å:
C  1.5486  0.7058  -1.3056
O  0.4589  -0.1921  -1.4361
C  0.3077  -1.0568  -0.4057
C  -0.7582  -1.8454  -0.2850
C  -2.0002  0.8246  0.7382
O  -1.3066  1.5879  1.3651
H  2.4930  0.1628  -1.1665
H  1.5986  1.2730  -2.2367
H  1.3934  1.3941  -0.4660
H  1.4548  0.7130  2.3006
H  1.1206  -1.0648  0.3226
H  -1.5570  -1.8271  -1.0206
H  -0.8279  -2.5379  0.5454
H  -2.0303  0.8317  -0.3669
H  -2.6536  0.0800  1.2337
H  0.7583  0.9512  2.1834

And the natural (NBO) charges, in e, turn out to be: -0.25, -0.52, 0.15, -0.53, 0.29, -0.53, 0.17, 0.20, 0.19, -0.03, 0.18, 0.21, 0.21, 0.12, 0.11, 0.03